102
Properties=species:S:1:pos:R:3:forces:R:3:mulliken_charge:R:1 method="wB97M-V/def2-TZVPD" spin_multiplicity=1 total_charge=-1 total_energy_ha=-3570.72985 relative_energy_kj_mol=0.0 lumo_energy_ev=2.38 e_homo_ev=-4.867
Bi -0.26776 -0.32220 0.42469 0.0 0.0 0.1 3.7847
C -5.95562 1.46964 3.61547 0.1 0.0 0.0 -1.1735
C -5.22343 0.16267 3.90695 -0.1 0.0 0.1 -0.4045
N -3.78355 0.28600 3.88350 0.0 0.0 0.0 -0.1529
C -3.03568 0.37466 2.74473 0.0 -0.1 0.0 0.1894
S -1.35632 0.64234 2.97123 0.0 0.0 0.1 -0.5871
N -3.73720 0.24685 1.63208 0.0 0.0 -0.1 -1.0740
N -3.01677 0.21026 0.47765 -0.1 0.0 -0.1 0.8523
C -3.70084 0.27019 -0.61462 0.2 0.0 0.0 0.1815
C -5.19407 0.43173 -0.66279 0.0 0.0 0.0 -2.2288
C -2.96172 0.17561 -1.90274 -0.1 0.0 0.2 0.6461
C -3.60312 0.39677 -3.12078 0.0 0.0 0.0 -1.0047
C -2.87918 0.28850 -4.29687 0.0 0.0 0.0 -0.7507
C -1.53817 -0.04902 -4.23854 0.0 0.0 0.0 -1.1369
C -0.97882 -0.26225 -2.98775 0.0 0.0 -0.1 -0.6995
N -1.66648 -0.14473 -1.86124 0.0 0.0 0.1 1.0767
H -7.03818 1.32471 3.63307 0.0 0.0 0.0 0.3417
H -5.66834 1.84191 2.63249 0.0 0.0 0.0 0.2961
H -5.69929 2.22588 4.35981 0.0 0.0 0.0 0.3294
H -5.51761 -0.59719 3.18154 0.0 0.0 0.0 0.1619
H -5.50120 -0.20127 4.89915 0.0 0.0 0.0 0.4939
H -3.27458 0.43034 4.73748 0.0 0.0 0.0 0.2333
H -5.60391 0.33672 0.33732 0.0 0.0 0.0 0.3800
H -5.64470 -0.31936 -1.31610 0.0 0.0 0.0 0.3957
H -5.45953 1.41554 -1.05969 0.0 0.0 0.0 0.4329
H -4.65067 0.65842 -3.14900 0.0 0.0 0.0 0.4912
H -3.36125 0.46740 -5.25032 0.0 0.0 0.0 0.4059
H -0.93241 -0.14945 -5.12879 0.0 0.0 0.0 0.5413
H 0.05909 -0.54669 -2.87140 0.0 0.0 0.0 0.3723
O 4.44449 -1.88838 3.64894 0.0 0.0 0.0 -0.7004
C 4.72496 -0.62454 3.29243 0.0 0.0 0.0 0.5392
C 5.99210 -0.12402 3.60336 0.0 0.0 0.0 -0.7242
C 6.34099 1.16834 3.26190 0.0 0.0 0.0 -0.3554
C 5.43420 1.99777 2.60784 0.0 0.0 0.0 -0.7193
C 4.17872 1.50661 2.30339 0.0 0.0 0.0 -0.1220
C 3.80381 0.20564 2.62830 0.1 0.0 0.0 -0.3852
C 2.43852 -0.23964 2.23840 0.0 0.1 0.1 0.5590
O 1.68220 0.55810 1.63197 0.0 -0.1 -0.1 -0.6631
N 2.12601 -1.48441 2.60840 0.0 0.0 0.0 -1.3084
N 0.86514 -1.80710 2.24372 -0.2 -0.1 0.0 0.6456
C 0.36962 -2.87648 2.72189 -0.1 0.0 0.0 -1.1621
C -1.00997 -3.28356 2.42922 0.1 0.1 0.0 0.8063
C -1.49257 -4.46435 2.99008 0.0 0.0 0.0 -0.9179
C -2.79675 -4.84825 2.74464 0.0 0.0 -0.1 -0.5777
C -3.58419 -4.04182 1.93887 0.0 0.0 0.0 -1.1702
C -3.02246 -2.88178 1.42360 0.0 0.1 0.0 -0.3403
N -1.77271 -2.50091 1.65587 0.1 0.0 0.0 0.7991
H 3.49766 -2.05042 3.36375 0.0 0.0 0.0 0.6009
H 6.68519 -0.78027 4.11398 0.0 0.0 0.0 0.4078
H 7.33081 1.53468 3.50832 0.0 0.0 0.0 0.3545
H 5.70805 3.00901 2.33399 0.0 0.0 0.0 0.3764
H 3.44099 2.11321 1.79628 0.0 0.0 0.0 0.3156
H 0.95553 -3.50196 3.39524 0.0 0.0 0.0 0.2382
H -0.83726 -5.06727 3.60562 0.0 0.0 0.0 0.4467
H -3.18922 -5.76517 3.16635 0.0 0.0 0.0 0.3793
H -4.61117 -4.29209 1.71074 0.0 0.0 0.0 0.4834
H -3.61163 -2.21941 0.80161 0.0 0.0 0.0 0.3761
C -0.02130 5.95697 0.48313 0.0 0.0 0.0 -1.2515
C 0.91184 4.84876 0.95108 0.0 0.0 0.0 -1.0198
N 1.54865 4.14600 -0.15264 0.0 -0.1 0.0 0.5584
C 2.77988 4.72946 -0.67078 0.0 0.1 0.0 -0.7808
C 4.03842 4.16062 -0.03676 0.0 0.0 0.0 -1.0081
C 1.02079 3.02699 -0.69957 0.1 0.0 0.0 0.3723
S -0.56583 2.55278 -0.27642 0.0 0.0 0.0 -0.4770
N 1.78824 2.46184 -1.64648 -0.1 0.2 -0.1 -0.2040
C 1.84191 1.17316 -1.89289 0.2 -0.1 0.0 -0.6971
O 1.46311 0.21810 -1.17494 -0.2 0.0 0.1 -0.2494
C 2.53204 0.78217 -3.17493 0.0 0.0 -0.1 0.5582
C 2.72512 -0.56920 -3.44404 0.0 0.0 0.0 -0.2861
C 3.31596 -0.96872 -4.63423 0.0 0.0 0.0 -0.8055
C 3.72747 -0.01808 -5.55906 0.0 0.0 0.0 -0.4129
C 3.54511 1.33285 -5.28912 0.0 0.0 0.0 -0.6458
C 2.94931 1.73134 -4.10208 0.0 0.0 0.0 -0.3371
H -0.44178 6.48969 1.33783 0.0 0.0 0.0 0.4338
H -0.83887 5.52817 -0.09609 0.0 0.0 0.0 0.2504
H 0.50983 6.67984 -0.14072 0.0 0.0 0.0 0.3140
H 0.36773 4.12131 1.54994 0.0 0.0 0.0 0.4953
H 1.71325 5.26179 1.57095 0.0 0.0 0.0 0.5005
H 2.71764 5.80635 -0.48898 0.0 0.0 0.0 0.4640
H 2.80462 4.57167 -1.74674 0.0 0.0 0.0 0.3287
H 4.02289 4.29212 1.04761 0.0 0.0 0.0 0.2094
H 4.92507 4.66397 -0.42707 0.0 0.0 0.0 0.4264
H 4.12012 3.09571 -0.25470 0.0 0.0 0.0 0.2750
H 2.40333 -1.29126 -2.70487 0.0 0.0 0.0 0.5195
H 3.45631 -2.02395 -4.83510 0.0 0.0 0.0 0.4137
H 4.19117 -0.32829 -6.48773 0.0 0.0 0.0 0.3915
H 3.86464 2.07657 -6.00919 0.0 0.0 0.0 0.4020
H 2.79491 2.77756 -3.87641 0.0 0.0 0.0 0.4193
C -2.13143 -3.40400 -2.12910 0.0 -0.1 0.0 -0.8773
Si -0.34300 -3.48414 -1.51814 0.0 0.0 0.0 0.4635
C 0.73058 -3.69759 -3.05172 0.0 0.0 0.0 -1.1983
C -0.22441 -5.10500 -0.56256 0.0 0.0 0.0 -1.1531
O 0.12074 -2.22880 -0.64296 0.0 0.0 0.0 -0.7304
H -2.43182 -4.39283 -2.49213 0.0 0.0 0.0 0.5363
H -2.27871 -2.69202 -2.94336 0.0 0.0 0.0 0.2496
H -2.80868 -3.12755 -1.31713 0.0 0.0 0.0 0.1172
H 0.42406 -4.58018 -3.62144 0.0 0.0 0.0 0.4423
H 1.77972 -3.82651 -2.77019 0.0 0.0 0.0 0.2741
H 0.66426 -2.83161 -3.71554 0.0 0.0 0.0 0.2221
H -0.34190 -5.95636 -1.23991 0.0 0.0 0.0 0.4133
H -1.00920 -5.17203 0.19486 0.0 0.0 0.0 0.2151
H 0.73842 -5.20319 -0.05492 0.0 0.0 0.0 0.2926